No. 1
19
Properties=species:S:1:pos:R:3:forces:R:3:mulliken_charge:R:1 method="wB97M-V/def2-TZVPD" charge=0 e_above_lowest_ev=6.880 e_homo_ev=-9.10 e_tot_ha=-348.624016 spin_multiplicity=1 homo_lumo_gap_ev=8.824
H -1.277261 -2.708353 0.315000 -0.4136 1.3647 0.4664 0.31
H 2.406307 1.526734 0.307227 0.9783 0.1000 0.3568 0.25
C -1.359145 0.832385 -0.831666 -1.0480 -0.7884 -0.9936 -0.65
H -2.638370 -1.508318 0.413250 -0.4945 -0.3467 -0.2234 0.39
C 0.538195 0.768514 0.700816 -0.1153 0.7414 0.8950 -0.23
C 2.167976 -0.566829 -0.277187 -0.6632 -0.0422 0.8669 0.06
H -1.824212 1.238674 -1.845275 0.9470 -1.3848 2.1261 0.27
C 2.048690 0.620018 0.783069 0.1832 0.9611 0.5603 -0.50
C 3.389967 -1.102991 -0.364412 -3.1866 1.0551 -0.0395 -0.57
H -1.990564 1.055751 0.009608 -0.6794 0.4800 0.1836 0.31
C 0.398109 -0.224071 -0.401141 2.8365 0.2333 0.2445 0.57
H -0.994431 -1.159545 -1.645638 -0.3861 -1.1874 -1.5073 0.51
C 0.052807 1.301422 -0.599016 -0.1594 -3.4888 1.2021 -0.72
C -0.955213 -0.807207 -0.667537 0.3253 2.9825 0.1288 -0.16
H 0.507634 2.006241 -1.171316 1.4612 1.8219 -1.5491 0.45
H -1.300577 -1.235526 1.328771 1.4344 1.2113 3.6074 0.44
C -1.564206 -1.613463 0.444275 -0.8934 -2.4801 -3.9860 -1.50
H 2.385312 0.527604 1.867534 -0.0319 -0.2864 -1.7487 0.34
H 0.008984 1.048965 1.633647 -0.0946 -0.9464 -0.5902 0.42

No. 2
9
Properties=species:S:1:pos:R:3:forces:R:3:mulliken_charge:R:1 method="wB97M-V/def2-TZVPD" charge=0 e_above_lowest_ev=1.482 e_homo_ev=-10.19 e_tot_ha=-3610.417506 spin_multiplicity=1 homo_lumo_gap_ev=10.429
H 0.611879 1.578832 -0.361711 0.1830 -1.6877 -0.7541 0.22
Cl -1.566598 -1.497868 -1.022921 0.9720 0.9706 0.4343 -0.16
C 0.586598 0.458827 -0.572479 0.5931 1.7684 -0.5801 -0.57
C -0.724064 -0.130613 -0.217681 -2.0073 0.6596 -0.0287 0.14
C 0.464577 -0.322628 0.666873 -0.9259 2.9859 4.4506 0.11
H 0.501482 0.482459 1.856153 -0.1834 -2.9729 -3.8350 0.27
Cl 1.010269 -1.915257 0.797641 0.8376 -0.9307 0.3544 -0.14
H 1.177888 0.076877 -1.394097 -0.0533 0.0346 -0.0494 0.28
Br -2.062030 1.269369 0.248226 0.5841 -0.8277 0.0080 -0.13

No. 3
19
Properties=species:S:1:pos:R:3:forces:R:3:mulliken_charge:R:1 method="wB97M-V/def2-TZVPD" charge=0 e_above_lowest_ev=1.858 e_homo_ev=-9.67 e_tot_ha=-310.990999 spin_multiplicity=1 smiles="C=CCCC(C)=O.[H][H]" homo_lumo_gap_ev=10.638
H -0.013363 1.724247 -1.975321 -0.0237 0.0448 0.1751 0.33
H 1.598306 -0.309272 2.091935 0.1240 -0.1780 0.0856 -0.17
C -0.028728 2.226572 -1.001589 0.0368 0.0697 -0.0125 -1.21
H 1.819155 -1.859024 -1.412826 -0.2166 -0.1063 -0.0762 0.28
H -1.761650 -1.751358 0.795719 0.1609 0.0838 -0.0920 0.37
H 0.847011 2.868472 -0.894645 -0.1327 -0.0622 -0.0228 0.33
C -0.864713 -1.122054 0.719116 0.0163 0.0274 -0.0205 -0.46
H 0.506633 -2.814724 0.372276 0.0129 0.1592 0.0265 0.36
C -0.081428 1.239312 0.141745 -0.0736 0.1230 0.0089 0.64
H 0.714116 -0.395295 -1.512081 0.0712 -0.1196 0.1594 0.09
H 1.814235 -1.019780 2.151856 0.1248 0.0044 0.1284 0.16
H -2.038278 0.694915 0.685434 0.0665 -0.0757 -0.0713 0.42
H -0.939593 2.834953 -0.966427 0.0876 -0.0214 -0.0566 0.35
O 0.696127 1.307536 1.065600 -0.2716 0.0542 -0.1624 -0.55
H -1.591602 0.104121 -0.912099 0.0648 0.0818 0.1027 0.32
C 0.233853 -1.835758 -0.021285 0.1383 0.0398 -0.0956 -0.16
C -1.224190 0.229696 0.112768 -0.0298 -0.0089 -0.0219 -0.67
C 0.943044 -1.344433 -1.033158 -0.0926 -0.0930 0.0743 -0.62
H -0.515640 -0.969954 1.748205 -0.0634 -0.0230 -0.1292 0.21